Below is C4H9NO in the gas phase, with properties calculated with ωB97M-V/def2-TZVPD.

Each atom is followed by the atoms it is bonded to, with distances in Å.
CARTESIAN COORDINATES (ANGSTROEM)
1 C -1.50893 0.86964 0.26802  C2 1.517, H7 1.099, H8 1.099, H9 1.095
2 C -0.95674 0.36166 -1.04998  C1 1.517, N3 1.447, C4 1.853
3 N 0.46570 0.61327 -1.13592  C2 1.447, C4 1.461, H11 1.016
4 C 0.45985 -0.74863 -0.60788  C2 1.853, N3 1.461, C5 1.536, H10 1.207, H12 1.092
5 C 0.93664 -0.84966 0.84877  C4 1.536, O6 1.403, H13 1.099, H14 1.100
6 O 1.57473 0.32902 1.26305  C5 1.403, H15 0.975
7 H -0.79405 1.04630 1.08353  C1 1.099
8 H -1.94970 1.84083 0.00124  C1 1.099
9 H -2.33935 0.24576 0.61526  C1 1.095
10 H -0.69486 -1.04641 -0.79475  C4 1.207
11 H 0.76044 0.59009 -2.10826  N3 1.016
12 H 0.90725 -1.45810 -1.30748  C4 1.092
13 H 1.63174 -1.69725 0.93085  C5 1.099
14 H 0.08519 -1.06792 1.51014  C5 1.100
15 H 1.46170 0.95274 0.52157  O6 0.975

## Properties
- highest occupied orbital energy (eV) = -8.38
- calculated total energy (Eh) = -287.6483
- F_max (hartree/bohr) = 0.006
- LUMO level (eV) = 0.9
- energy relative to the best compared isomer or geometry (same formula, charge and spin) (kcal per mole) = 115.5